[1]
The following is a DFT calculation (ωB97M-V/def2-TZVPD) of an isolated molecule of C11H8N6O3 at a distorted geometry.

Cartesian coordinates (Å):
O1 1.576 -2.366 -3.409
O2 0.003 4.989 3.245
N1 -0.047 -0.408 -1.599
N2 0.606 -4.124 -2.560
N3 -0.938 -3.708 -0.682
O3 1.792 5.272 2.014
C1 0.750 -2.776 -2.584
C2 0.705 4.617 2.408
C3 0.035 -1.755 -1.758
C4 -0.385 -4.469 -1.762
C5 -0.644 -2.418 -0.656
C6 -0.957 2.811 1.757
C7 1.215 2.738 0.755
C8 -1.322 1.651 1.103
C9 0.834 1.657 0.007
C10 0.312 3.470 1.584
C11 -0.331 1.038 0.286
N4 -0.653 -5.782 -1.737
N5 -0.842 -1.396 0.234
N6 -0.659 -0.129 -0.467
H1 1.837 6.092 2.538
H2 -1.738 3.371 2.478
H3 2.140 3.244 0.502
H4 -2.293 1.151 1.224
H5 1.514 1.201 -0.694
H6 -0.826 -6.108 -0.786
H7 -0.147 -6.322 -2.415
H8 -1.537 -1.540 0.974

Forces on the atoms, in the same order (eV/Å):
-0.3 0.8 0.8
-2.8 1.9 4.2
1.3 -2.5 -1.1
-2.6 0.8 1.4
-0.1 0.4 0.1
1.0 0.3 -0.3
3.0 2.3 -4.4
0.9 -0.9 -3.4
-1.2 0.7 2.0
1.7 0.6 1.9
0.7 0.0 -1.5
-1.3 2.7 2.0
-0.6 3.2 0.1
1.1 -0.8 -0.2
1.5 -0.5 0.3
0.1 -4.4 -1.2
-2.3 0.2 -0.2
-1.3 0.0 1.1
-1.1 -0.7 0.4
-0.7 -2.8 0.5
0.0 -0.3 0.0
1.9 -1.5 -1.8
0.3 -0.3 0.3
0.4 0.5 0.0
0.1 0.0 -0.1
-0.2 -0.4 -0.8
0.2 -0.2 0.2
0.3 0.8 -0.4

Kohn-Sham gap = 7.730 eV
E_LUMO = -0.993 eV
HOMO level = -8.7 eV
SMILES = Nc1nc2[nH]n(-c3ccc(C(=O)O)cc3)nc-2c(=O)n1

These are the natural (NBO) partial charges, in e, on atoms 1 to 6: number 1, O, carries -0.56; number 2, O, carries -0.56; number 3, N, carries -0.11; number 4, N, carries -0.55; number 5, N, carries -0.61; number 6, O, carries -0.67

[2]
The following is a DFT calculation (ωB97M-V/def2-TZVPD) of a structure of composition C6H10O.

Cartesian coordinates (Å):
C1 -1.139 0.352 -1.952
C2 -0.603 -0.324 -0.694
C3 -0.113 1.020 0.449
O1 -0.462 0.809 1.690
C4 0.510 -0.066 2.277
C5 1.278 -0.790 1.202
C6 1.060 0.258 0.123
H1 -0.327 0.827 -2.515
H2 -1.889 1.117 -1.722
H3 -1.601 -0.394 -2.612
H4 -0.011 -1.218 -0.960
H5 -1.380 -0.704 -0.017
H6 -0.406 1.971 0.007
H7 0.092 -0.565 3.149
H8 2.342 -0.924 1.467
H9 0.943 -1.817 0.843
H10 1.706 0.448 -0.735

Forces on the atoms, in the same order (eV/Å):
0.1 0.0 0.1
-0.2 -0.1 -0.1
0.4 0.1 -0.3
0.0 -0.2 0.2
0.0 -0.1 0.2
0.1 0.0 -0.2
0.0 -0.1 -0.2
-0.1 -0.1 0.1
0.2 -0.2 0.0
0.1 0.1 0.2
0.0 0.2 0.1
0.2 0.2 -0.1
0.0 -0.3 0.0
0.1 0.1 -0.2
-0.4 0.1 -0.1
0.0 0.3 0.1
-0.3 0.0 0.3

Kohn-Sham gap (alpha / beta) = 7.015 / 6.227 eV
E_LUMO (alpha / beta) = 0.857 / 0.853 eV
HOMO level (alpha / beta) = -6.2 / -5.4 eV

These are the natural (NBO) partial charges, in e, on atoms 1 to 6: number 1, C, carries -0.63; number 2, C, carries -0.36; number 3, C, carries 0.15; number 4, O, carries -0.43; number 5, C, carries -0.18; number 6, C, carries -0.49

[3]
The following is a DFT calculation (ωB97M-V/def2-TZVPD) of a cluster of 2 separate species, C2H4NOS2 in total at a distorted geometry.

Cartesian coordinates (Å):
C1 -2.237 -0.494 -0.369
C2 2.336 -0.693 0.538
N1 -0.496 1.484 -1.080
O1 -2.303 -0.708 -1.564
S1 -3.206 -0.664 0.977
S2 -0.706 0.559 0.192
H1 1.339 -0.931 0.221
H2 2.581 0.405 0.536
H3 2.668 -1.201 1.457
H4 0.024 2.243 -0.907

Forces on the atoms, in the same order (eV/Å):
0.4 0.7 -1.5
0.3 1.3 1.4
-2.4 -3.3 -1.7
-0.1 -0.2 1.3
-0.4 -0.5 0.4
-0.4 0.0 0.4
0.0 -0.3 -0.5
-0.1 -1.3 -0.3
0.1 0.0 -0.6
2.6 3.4 1.2

Kohn-Sham gap (alpha / beta) = 7.495 / 5.990 eV
E_LUMO (alpha / beta) = 3.501 / 2.755 eV
net charge = -1
HOMO level (alpha / beta) = -4.0 / -3.2 eV

These are the natural (NBO) partial charges, in e, on atoms 1 to 6: number 1, C, carries 0.20; number 2, C, carries -0.51; number 3, N, carries -0.92; number 4, O, carries -0.61; number 5, S, carries -0.39; number 6, S, carries 0.44

[4]
The following is a DFT calculation (ωB97M-V/def2-TZVPD) of a structure of composition C37H48F8InO2Si at a distorted geometry.

Cartesian coordinates (Å):
C1 6.568 2.424 1.097
C2 6.111 2.136 -0.341
O1 5.476 0.876 -0.446
In1 3.415 0.933 -0.013
C3 3.074 2.295 1.739
C4 2.270 1.755 -1.773
C5 1.089 2.591 -1.377
O2 0.379 1.973 -0.300
C6 -0.710 2.734 0.102
C7 -1.629 1.849 0.931
F1 -0.923 0.887 1.566
F2 -2.198 2.637 1.904
C8 -2.819 1.200 0.179
F3 -3.845 2.090 0.100
F4 -3.242 0.133 0.925
C9 -2.544 0.617 -1.225
F5 -3.708 -0.004 -1.576
F6 -2.335 1.606 -2.130
C10 -1.386 -0.441 -1.264
F7 -1.857 -1.577 -1.856
F8 -0.375 0.025 -2.019
Si1 2.725 -1.506 0.482
C11 3.953 -2.325 1.693
C12 2.495 -2.519 -1.112
C13 1.010 -1.489 1.319
H1 7.650 2.480 1.185
H2 6.193 1.644 1.749
H3 6.143 3.363 1.449
H4 6.972 2.105 -1.012
H5 5.415 2.915 -0.667
H6 3.644 1.923 2.586
H7 3.462 3.277 1.476
H8 2.020 2.373 1.983
H9 2.938 2.360 -2.384
H10 1.922 0.946 -2.415
H11 1.440 3.587 -1.089
H12 0.377 2.716 -2.204
H13 -1.233 3.194 -0.738
H14 -0.383 3.541 0.763
H15 -1.062 -0.714 -0.263
H16 3.410 -2.825 2.497
H17 4.637 -3.028 1.229
H18 4.518 -1.528 2.167
H19 2.587 -3.578 -0.871
H20 3.195 -2.214 -1.882
H21 1.500 -2.347 -1.520
H22 0.428 -0.740 0.785
H23 1.064 -1.178 2.359
H24 0.510 -2.455 1.251
C14 -0.615 2.273 5.090
C15 -0.533 2.783 6.379
C16 0.519 2.415 7.205
C17 1.494 1.543 6.739
C18 1.413 1.035 5.450
C19 0.357 1.397 4.627
H25 -1.434 2.560 4.444
H26 -1.289 3.470 6.738
H27 0.582 2.811 8.211
H28 2.319 1.261 7.381
H29 2.176 0.361 5.083
H30 0.295 1.000 3.623
C20 0.171 -6.091 -0.751
C21 0.634 -7.356 -1.083
C22 0.432 -7.857 -2.362
C23 -0.227 -7.087 -3.311
C24 -0.687 -5.821 -2.978
C25 -0.492 -5.324 -1.698
H31 0.329 -5.699 0.246
H32 1.154 -7.953 -0.345
H33 0.790 -8.845 -2.620
H34 -0.382 -7.474 -4.311
H35 -1.199 -5.219 -3.716
H36 -0.852 -4.336 -1.441
C26 -3.236 -3.660 -7.956
C27 -3.028 -3.087 -6.710
C28 -1.933 -3.465 -5.945
C29 -1.043 -4.412 -6.431
C30 -1.248 -4.984 -7.679
C31 -2.347 -4.610 -8.440
H37 -4.091 -3.366 -8.552
H38 -3.719 -2.344 -6.333
H39 -1.773 -3.019 -4.971
H40 -0.186 -4.703 -5.836
H41 -0.552 -5.721 -8.057
H42 -2.509 -5.058 -9.412
C32 -5.329 6.443 4.182
C33 -5.366 7.087 2.953
C34 -4.837 6.467 1.829
C35 -4.277 5.201 1.932
C36 -4.241 4.556 3.160
C37 -4.765 5.178 4.285
H43 -5.738 6.927 5.059
H44 -5.806 8.072 2.872
H45 -4.862 6.971 0.872
H46 -3.868 4.716 1.056
H47 -3.809 3.572 3.241
H48 -4.732 4.676 5.243

Forces on the atoms, in the same order (eV/Å):
-0.1 0.4 -0.2
-0.5 -1.3 0.1
-0.1 0.5 0.1
-0.4 -0.1 0.2
0.5 -0.3 -0.7
0.2 -0.2 0.0
0.4 0.0 -0.4
-0.3 -0.1 -0.1
0.6 0.1 0.5
-0.1 0.7 0.2
-0.4 0.2 -0.2
0.0 -0.3 -0.1
-0.2 -0.5 0.4
0.6 -0.3 -0.2
0.0 0.4 -0.2
-0.5 -0.2 -0.5
0.3 0.3 0.0
0.0 -0.3 0.4
-0.2 -0.1 -0.3
0.1 0.2 0.0
-0.3 -0.3 0.2
0.2 0.6 -0.1
-0.5 0.1 0.0
-0.1 0.0 0.5
0.3 -0.1 -0.3
0.2 0.0 0.1
0.0 -0.2 0.1
0.1 0.2 0.1
0.2 0.4 -0.2
0.2 0.4 -0.2
0.0 0.0 0.3
0.0 0.2 0.1
-0.2 0.0 0.1
0.1 0.2 0.0
0.1 -0.2 0.0
-0.2 0.1 0.3
-0.2 0.1 0.0
-0.2 -0.1 -0.1
0.0 0.1 0.1
0.2 0.1 -0.1
0.0 -0.3 0.0
0.2 -0.1 -0.1
0.3 0.1 0.0
0.1 -0.2 -0.3
0.3 -0.2 -0.1
-0.2 0.0 0.0
0.1 -0.1 0.1
0.0 0.0 0.2
-0.1 -0.1 0.1
0.0 0.0 0.0
0.0 0.0 0.0
0.0 0.0 0.0
0.0 0.0 0.0
0.0 0.0 0.0
0.0 0.0 0.0
0.0 0.0 0.0
0.0 0.0 0.0
0.0 0.0 0.0
0.0 0.0 0.0
0.0 0.0 0.0
0.0 0.0 0.0
0.0 0.0 0.0
0.0 0.0 0.0
0.0 0.0 0.0
0.0 0.0 0.0
0.0 0.0 0.0
0.0 0.0 0.0
0.0 0.0 0.0
0.0 0.0 0.0
0.0 0.0 0.0
0.0 0.0 0.0
0.0 0.0 0.0
0.0 0.0 0.0
0.0 0.0 0.0
0.0 0.0 0.0
0.0 0.0 0.0
0.0 0.0 0.0
0.0 0.0 0.0
0.0 0.0 0.0
0.0 0.0 0.0
0.0 0.0 0.0
0.0 0.0 0.0
0.0 0.0 0.0
0.0 0.0 0.0
0.0 0.0 0.0
0.0 0.0 0.0
0.0 0.0 0.0
0.0 0.0 0.0
0.0 0.0 0.0
-0.1 0.1 0.1
0.0 0.0 0.0
0.0 0.0 0.0
0.0 0.0 0.0
0.0 0.0 0.0
0.0 0.0 0.0
0.0 -0.1 0.0
0.0 0.0 0.0

Kohn-Sham gap = 6.565 eV
E_LUMO = 2.330 eV
net charge = -1
HOMO level = -4.2 eV

These are the Löwdin partial charges, in e, on atoms 1 to 6: number 1, C, carries -0.10; number 2, C, carries -0.43; number 3, O, carries -0.41; number 4, In, carries 0.71; number 5, C, carries -0.22; number 6, C, carries -0.24

[5]
The following is a DFT calculation (ωB97M-V/def2-TZVPD) of a structure of composition C14H39IInO13S4.

Cartesian coordinates (Å):
C1 3.030 -0.035 -3.213
O1 2.638 1.306 -3.019
C2 1.438 1.669 -3.728
In1 -0.413 0.523 -3.329
I1 -1.236 -0.280 -5.930
H1 2.677 -0.690 -2.406
H2 4.123 -0.059 -3.252
H3 2.645 -0.434 -4.157
H4 1.253 2.704 -3.427
H5 1.651 1.677 -4.809
H6 -0.140 -0.953 -2.440
H7 -1.681 1.521 -2.671
O2 -4.546 2.105 -0.019
S1 -5.217 0.898 -0.401
O3 -4.489 -0.136 -1.058
O4 -6.481 1.290 -1.282
C3 -6.207 2.207 -2.390
C4 -5.462 1.553 -3.531
C5 -6.045 0.222 0.989
H8 -5.659 3.057 -1.985
H9 -7.204 2.535 -2.678
H10 -4.443 1.288 -3.256
H11 -5.416 2.258 -4.363
H12 -5.979 0.654 -3.866
H13 -6.601 1.005 1.496
H14 -5.257 -0.168 1.631
H15 -6.693 -0.587 0.662
O5 5.011 0.523 -5.757
S2 5.626 1.429 -6.673
O6 6.373 0.908 -7.777
O7 6.541 2.439 -5.852
C6 7.310 1.871 -4.756
C7 8.517 1.103 -5.241
C8 4.438 2.583 -7.248
H16 6.640 1.250 -4.163
H17 7.589 2.744 -4.169
H18 8.226 0.206 -5.785
H19 9.116 0.810 -4.376
H20 9.129 1.723 -5.896
H21 3.903 2.977 -6.389
H22 3.763 2.020 -7.890
H23 4.948 3.363 -7.808
O8 -4.752 -1.570 3.531
S3 -5.113 -1.463 4.914
O9 -5.634 -0.216 5.381
O10 -3.873 -1.910 5.779
C9 -2.573 -1.421 5.287
C10 -2.346 0.034 5.613
C11 -6.226 -2.748 5.358
H24 -2.536 -1.613 4.218
H25 -1.849 -2.068 5.771
H26 -3.039 0.682 5.080
H27 -1.328 0.282 5.314
H28 -2.456 0.212 6.684
H29 -5.814 -3.696 5.024
H30 -7.161 -2.529 4.847
H31 -6.364 -2.728 6.435
O11 0.324 -1.682 4.469
S4 1.541 -2.283 4.004
O12 1.678 -3.700 4.128
O13 2.761 -1.558 4.711
C12 2.662 -1.347 6.147
C13 2.934 -2.608 6.935
C14 1.872 -1.786 2.357
H32 1.676 -0.934 6.359
H33 3.410 -0.580 6.335
H34 2.156 -3.353 6.778
H35 2.972 -2.355 7.996
H36 3.891 -3.040 6.646
H37 1.783 -0.706 2.290
H38 1.121 -2.272 1.736
H39 2.868 -2.126 2.087

Forces on the atoms, in the same order (eV/Å):
0.0 0.1 -0.1
0.1 -0.1 0.0
0.0 0.1 0.0
0.1 -0.1 0.2
0.0 0.0 -0.1
-0.1 0.1 0.0
0.0 -0.1 0.0
0.1 0.0 0.0
0.0 0.0 -0.1
0.0 0.0 0.0
0.0 -0.1 0.0
-0.1 0.1 -0.1
0.0 0.1 0.1
0.0 0.0 0.0
0.1 -0.2 0.0
0.0 0.1 -0.1
-0.1 0.0 0.1
-0.1 0.0 0.0
0.0 0.0 0.0
0.0 0.0 0.0
0.0 0.0 -0.1
0.0 0.0 0.0
0.0 0.0 0.0
0.0 0.0 0.0
0.0 0.0 0.0
-0.1 0.0 0.0
0.0 0.0 0.0
0.0 -0.2 0.1
-0.1 0.1 0.0
0.1 0.0 -0.1
0.1 -0.1 0.0
-0.2 0.1 0.0
0.0 0.0 0.0
-0.1 0.0 0.0
0.0 0.0 0.0
0.0 0.0 0.0
0.0 0.0 0.0
0.0 0.0 0.0
0.0 0.0 0.0
0.0 0.0 0.0
0.0 0.0 0.0
0.0 0.0 0.0
-0.2 -0.1 -0.1
0.1 0.1 -0.2
-0.1 0.0 0.2
0.1 0.2 0.0
0.1 -0.2 0.0
0.0 0.0 0.1
0.0 0.0 0.0
0.0 0.0 0.0
-0.1 0.0 0.1
0.0 0.0 0.0
0.0 0.0 0.0
0.0 0.0 0.0
0.0 0.0 0.0
0.0 0.0 0.0
0.0 0.0 0.0
0.0 0.1 0.1
-0.1 0.0 -0.1
0.1 -0.1 0.0
0.1 0.0 0.1
0.0 0.1 -0.2
0.0 0.0 0.0
0.0 0.0 0.0
0.0 0.0 0.0
0.0 0.0 0.0
0.0 0.0 0.0
0.0 0.0 0.0
0.0 0.0 0.0
0.0 0.0 0.0
0.0 0.0 0.0
0.0 0.0 0.0

Kohn-Sham gap = 6.179 eV
E_LUMO = 1.776 eV
net charge = -1
HOMO level = -4.4 eV

These are the Löwdin partial charges, in e, on atoms 1 to 6: number 1, C, carries -0.18; number 2, O, carries -0.31; number 3, C, carries -0.38; number 4, In, carries 0.08; number 5, I, carries -0.16; number 6, H, carries 0.06

M values, unit g/mol, following the record order: 272.22, 98.14, 122.19, 819.68, 785.44.